1.
This record from the Open Molecules 2025 dataset describes a molecular structure, C30H35AsGdN4O5S2 in a non-equilibrium geometry. The level of theory is ωB97M-V with the def2-TZVPD basis set.

Output
Highest occupied orbital energy (alpha / beta) ... -3.85 / -4.13 eV
Spin multiplicity ... 8
Total charge ... -1
LUMO level (alpha / beta) ... 2.1 / 2.1 eV
<S²> ... 16.03
ΔE to the lowest compared entry with this formula, charge and spin ... 0.00 kcal/mol
Max |F| ... 5.05 eV/A
DFT total energy ... -151222.9566 eV

Structure (XYZ):
```
78
Properties=species:S:1:pos:R:3:forces:R:3
Gd -0.01362 1.51018 0.15731 1.6 -2.4 -0.7
O 0.71317 3.34931 3.79767 0.1 0.1 0.9
S 0.45049 2.60362 2.61834 0.4 -0.9 -3.4
O 1.69356 2.39138 1.68161 -2.1 0.9 1.7
O -0.10805 1.19936 2.73282 0.2 1.5 0.5
O -0.55883 3.32788 1.66302 1.1 -0.5 1.3
C 3.72429 0.93639 0.41679 0.4 -0.7 -0.1
N 2.53840 0.98911 -0.46981 1.1 0.5 -0.8
C 2.73962 1.29634 -1.71788 -1.0 -0.5 1.1
C 1.64387 1.32348 -2.64698 -0.8 0.3 -0.5
C 1.69257 1.36656 -4.05486 -0.1 0.7 0.8
C 0.35310 1.45296 -4.48929 0.4 -0.2 0.4
C -0.42576 1.44982 -3.32791 -0.2 -0.2 -0.1
N 0.32143 1.35271 -2.20818 0.8 0.1 -0.9
C 3.78561 -0.42602 1.16070 -0.7 0.7 -0.7
C 2.95659 -0.62713 2.26400 0.3 0.2 0.6
C 3.05264 -1.79032 3.03734 -0.7 0.2 -0.3
C 3.83463 -2.85762 2.61047 0.2 -0.7 0.2
C 4.59510 -2.68544 1.46511 -0.1 0.7 -0.4
C 4.55721 -1.48389 0.72910 0.5 -1.0 0.6
H 3.69662 1.72484 1.19842 -0.1 -0.4 -0.7
H 4.65101 1.03819 -0.20774 -0.5 0.0 0.5
H 3.70526 1.58419 -2.12950 0.4 -0.3 0.1
H 2.61697 1.50967 -4.60246 -0.2 -0.3 -0.2
H -0.01899 1.46041 -5.49736 0.0 0.1 -0.2
H -1.51786 1.49834 -3.29250 0.4 0.0 0.2
H 2.26582 0.18006 2.51414 0.2 -0.3 0.2
H 2.45176 -1.87770 3.94135 0.0 0.0 -0.2
H 3.82034 -3.85992 3.11544 0.1 1.2 -0.3
H 5.26581 -3.44714 1.11809 0.0 -0.5 -0.1
H 5.16361 -1.45284 -0.16699 0.1 0.3 -0.1
C -1.87588 -5.60491 2.68197 0.6 -1.1 -0.5
C -2.32821 -4.47886 3.32891 0.2 0.8 -0.3
C -1.86297 -3.23239 2.88972 -0.8 0.8 1.4
C -1.00521 -3.03768 1.81468 -0.2 -0.4 -0.1
C -0.53748 -4.20938 1.19907 0.8 -1.4 -0.8
C -0.94364 -5.49298 1.62569 0.2 0.6 0.5
C -0.69780 -1.65071 1.38176 0.4 -0.9 -0.6
C -0.21812 -1.32007 0.17958 0.2 1.6 0.5
C 0.06048 -2.06654 -1.02858 1.2 0.5 -1.0
C 1.36695 -2.05653 -1.65678 -0.7 -0.3 0.8
C 1.61877 -2.64222 -2.88778 -0.1 0.4 -0.1
C 0.55336 -3.14178 -3.64042 -0.2 -0.3 -0.4
C -0.73150 -3.07177 -3.09710 0.1 -0.6 -0.2
C -0.96672 -2.59452 -1.80976 -0.5 -0.2 -0.5
H -2.16678 -6.60415 3.02648 0.0 0.4 -0.1
H -3.01645 -4.52877 4.17443 0.2 -0.1 -0.2
H -2.16878 -2.34046 3.49345 0.2 -0.7 -0.7
H 0.20845 -4.21492 0.36410 -0.8 0.5 0.9
H -0.43398 -6.40156 1.22601 -0.7 0.9 0.2
H -0.88422 -0.88367 2.12785 0.0 0.0 0.0
H 2.19907 -1.59385 -1.14285 -0.1 0.1 0.2
H 2.64347 -2.59631 -3.29277 -0.6 -0.2 0.2
H 0.70452 -3.59068 -4.64043 -0.1 0.4 0.7
H -1.57939 -3.47524 -3.66497 0.3 0.2 0.2
H -1.99983 -2.62966 -1.45880 0.3 0.2 0.2
C -4.85656 2.80623 -0.65175 -0.9 0.3 -0.2
As -3.64284 2.08407 0.60323 3.5 -0.8 -0.4
C -3.44681 3.51454 1.90331 -0.2 -0.8 0.3
C -4.44598 0.60719 1.55170 0.4 0.7 0.3
O -2.13205 1.50758 -0.18079 -4.7 1.3 1.3
H -5.88209 2.74248 -0.20061 0.8 0.0 -0.6
H -4.77724 2.25086 -1.59262 -0.2 0.2 0.2
H -4.58653 3.86898 -0.78522 -0.1 -0.6 -0.1
H -4.46778 3.86903 2.13199 0.4 -0.1 -0.1
H -2.82058 4.29070 1.47992 0.1 0.1 0.0
H -2.97347 3.07773 2.80017 -0.1 0.4 -0.4
H -5.29341 0.96639 2.12950 0.0 0.1 0.1
H -3.66898 0.22303 2.22005 -0.2 -0.1 -0.2
H -4.79489 -0.11539 0.84870 0.0 -0.7 -0.4
N 0.45619 5.08027 -3.04506 -0.8 0.5 0.6
C -0.14224 4.86273 -1.84290 0.1 -0.6 0.6
N 0.57629 4.17294 -0.84037 -2.2 1.3 -0.5
S -1.73928 5.33633 -1.56754 0.5 -0.2 -0.2
H 1.44322 4.98382 -3.14635 0.4 -0.3 -0.1
H -0.03496 5.67532 -3.72120 0.3 -0.6 0.7
H 1.55143 4.35070 -0.78513 0.9 -0.1 0.0
H 0.09408 4.26728 0.08724 0.6 -0.1 -0.7
```
Positions in Å, forces in eV/Å.



2.
This record from the Open Molecules 2025 dataset describes a molecular structure, C30H35BaF3N4O9P2Sb in a non-equilibrium geometry. The level of theory is ωB97M-V with the def2-TZVPD basis set.

Output
Highest occupied orbital energy ... -5.95 eV
Total charge ... -1
LUMO level ... 2.1 eV
Max |F| ... 7.44 eV/A
DFT total energy ... -90031.8730 eV

Structure (XYZ):
```
85
Properties=species:S:1:pos:R:3:forces:R:3
Ba -0.32330 0.62790 0.17340 -4.4 -3.5 -4.8
O 1.65490 2.56440 1.35870 -0.5 -1.0 0.3
P 1.99710 1.11250 1.92850 3.4 -0.8 2.1
O 3.37800 0.98080 2.40870 -0.1 0.2 -0.1
O 1.50680 0.06410 0.94570 5.6 -1.6 2.4
O 0.95060 0.96680 3.18580 -0.1 0.4 -1.1
P -0.45780 1.75400 3.10300 -1.7 0.2 4.0
O -1.45550 0.55690 3.62510 0.5 0.4 -0.9
O -0.48710 2.86150 4.07220 0.1 -0.1 -0.2
O -0.85320 2.01240 1.67580 -1.1 3.4 3.5
H 0.67740 2.43810 1.50010 -0.1 2.2 -0.9
H -1.50170 0.69680 4.56840 -0.2 -0.1 0.6
C -0.22730 -2.54070 2.34350 0.0 0.0 0.1
N -1.21130 -2.34770 1.29340 0.1 0.0 0.0
C -2.51310 -2.12190 1.90000 0.0 0.1 -0.1
C -1.24730 -3.49120 0.39760 -0.2 0.0 -0.4
C -1.83270 -3.13860 -0.97290 0.2 -0.1 0.2
N -0.89450 -2.43620 -1.83640 0.0 0.0 0.1
C 0.11810 -3.31520 -2.38860 0.0 0.1 0.0
C -1.59520 -1.78450 -2.92840 0.1 0.1 0.1
H -0.45970 -3.42580 2.96350 0.0 0.0 0.0
H -0.20790 -1.66330 2.98240 0.0 0.1 0.2
H 0.76460 -2.65480 1.91690 0.1 0.0 -0.1
H -2.78960 -2.95300 2.57610 0.0 0.1 -0.1
H -3.26970 -2.01800 1.12680 -0.1 0.0 0.0
H -2.48210 -1.19150 2.45880 -0.1 0.0 0.1
H -1.84840 -4.31150 0.83410 0.1 0.0 0.0
H -0.23060 -3.86180 0.26460 0.0 -0.1 0.1
H -2.67480 -2.46410 -0.81340 -0.1 -0.1 -0.1
H -2.19690 -4.06810 -1.45510 -0.1 0.1 0.0
H -0.32040 -4.08130 -3.05450 0.0 0.0 0.0
H 0.66220 -3.82440 -1.59710 0.1 0.0 0.0
H 0.82760 -2.71620 -2.96270 0.0 -0.1 0.0
H -2.08290 -2.51790 -3.59630 0.0 0.1 0.0
H -0.88160 -1.19660 -3.50400 0.0 0.0 -0.1
H -2.34410 -1.11090 -2.52080 -0.1 0.0 0.0
O -0.92480 1.47890 -1.92410 -1.2 0.7 -1.9
N -2.16500 1.76860 -2.02490 0.4 0.7 -0.8
N -2.95700 1.14900 -1.24910 0.3 -0.3 0.2
O -2.59310 0.24430 -0.39040 -1.9 -0.8 -0.5
C -4.33230 1.43220 -1.37380 -1.2 0.3 -0.2
C -4.78640 2.41140 -2.25680 0.1 0.0 0.1
C -6.14430 2.63600 -2.38620 0.0 -0.1 0.0
C -7.05370 1.89430 -1.64530 -0.1 0.0 0.0
C -6.59730 0.93750 -0.75320 -0.1 0.1 -0.1
C -5.24160 0.70460 -0.60910 0.5 0.0 0.0
H -4.06170 2.97790 -2.81850 0.0 0.0 -0.1
H -6.49830 3.39610 -3.06800 0.0 0.0 -0.1
H -8.11390 2.07120 -1.75720 -0.1 0.0 0.0
H -7.30440 0.37210 -0.16420 0.0 -0.1 0.1
H -4.84960 -0.02580 0.08490 -0.1 0.0 0.0
F 6.11220 -0.14710 -6.57190 -0.1 0.0 0.1
C 5.25160 -0.11040 -5.51800 0.0 0.0 0.0
C 5.33390 -1.09090 -4.54920 0.2 0.1 -0.3
C 4.46680 -1.02700 -3.47240 -0.1 -0.1 0.2
C 3.53610 -0.00420 -3.34310 -0.5 -0.1 0.4
C 3.45910 0.93500 -4.36130 -0.1 0.0 0.1
C 4.31250 0.90010 -5.44990 0.2 0.0 -0.2
Sb 2.24580 0.15120 -1.53210 2.0 -0.7 -2.0
C 2.94850 2.15380 -1.27320 -0.2 -0.2 0.2
C 3.95210 2.52430 -0.39230 0.0 0.2 0.0
C 4.39100 3.83680 -0.33640 0.1 0.2 0.0
C 3.79510 4.77110 -1.15920 0.0 0.0 -0.1
F 4.24880 6.05440 -1.14680 -0.1 -0.3 0.1
C 2.74210 4.44610 -1.99400 0.2 0.3 0.0
C 2.31970 3.12890 -2.03870 -0.1 -0.2 0.0
C 3.65970 -1.03060 -0.44830 -0.2 0.4 -0.1
C 3.18670 -2.19290 0.13840 0.0 0.1 0.0
C 3.97780 -2.92800 1.00070 0.2 -0.2 0.1
C 5.25090 -2.46710 1.27540 0.1 -0.1 -0.1
F 6.03800 -3.18150 2.12410 -0.2 0.2 -0.1
C 5.76220 -1.33110 0.68260 0.1 -0.2 0.1
C 4.95910 -0.62500 -0.19600 0.1 0.0 -0.1
H 6.06820 -1.87800 -4.63910 0.1 0.0 0.0
H 4.52360 -1.78780 -2.70510 0.1 -0.1 0.0
H 2.71620 1.71710 -4.30220 0.0 0.2 -0.1
H 4.26350 1.64170 -6.23370 0.0 0.0 -0.1
H 4.34110 1.81210 0.31710 0.2 0.0 0.1
H 5.17110 4.13720 0.34630 0.1 0.0 0.1
H 2.26780 5.21380 -2.58670 0.0 0.1 0.0
H 1.46710 2.86130 -2.65550 0.0 0.1 0.0
H 2.17050 -2.50290 -0.06910 -0.1 -0.1 0.1
H 3.62180 -3.83310 1.47000 0.0 -0.1 0.1
H 6.76400 -1.00560 0.91670 0.1 0.0 0.0
H 5.35790 0.24820 -0.69440 0.1 0.0 0.0
```
Positions in Å, forces in eV/Å.



3.
This record from the Open Molecules 2025 dataset describes a molecular structure, C30H35CrN8O4. The level of theory is ωB97M-V with the def2-TZVPD basis set.

Output
Highest occupied orbital energy (alpha / beta) ... -9.16 / -9.65 eV
Spin multiplicity ... 5
Total charge ... +1
LUMO level (alpha / beta) ... -2.4 / -2.5 eV
<S²> ... 6.01
ΔE to the lowest compared entry with this formula, charge and spin ... 0.00 kcal/mol
Max |F| ... 0.39 eV/A
DFT total energy ... -80206.9019 eV

Structure (XYZ):
```
78
Properties=species:S:1:pos:R:3:forces:R:3
Cr 0.31420 0.65965 0.01216 -0.1 -0.2 -0.3
C -5.48980 -1.38021 6.22208 0.0 0.0 0.0
O -4.07740 -1.54269 6.13736 0.0 -0.1 -0.2
C -3.31145 -0.41720 6.26528 0.0 -0.1 0.0
C -3.81968 0.86513 6.41216 0.0 0.1 0.0
C -2.93792 1.93022 6.55126 0.0 -0.1 0.1
C -1.56692 1.74399 6.48498 -0.1 -0.1 0.3
C -1.06335 0.45148 6.34951 0.0 0.0 0.2
C -1.93078 -0.62034 6.26386 0.0 0.0 -0.1
N -0.73264 2.86922 6.80516 0.0 -0.1 0.1
N 0.30136 3.11803 6.17396 0.0 -0.1 -0.1
C 0.59800 2.42474 4.95878 0.1 0.1 -0.1
C 1.88357 1.97613 4.77104 0.1 0.0 0.0
C 2.30261 1.34312 3.59407 0.0 0.0 0.1
C 1.43483 1.20015 2.52013 -0.1 0.0 0.0
O 1.74808 0.65559 1.38316 0.1 0.2 0.1
C 0.10706 1.73718 2.68842 0.0 0.0 0.0
N -0.69252 1.65660 1.58806 0.0 0.0 -0.1
C -1.89070 2.18841 1.61226 -0.1 0.0 0.0
C -2.38605 2.86243 2.74240 0.0 0.0 -0.1
C -1.60958 2.94023 3.86281 0.0 0.1 0.0
C -0.32265 2.34839 3.88244 0.0 0.1 -0.1
H -5.91977 -2.36542 6.07012 0.0 0.0 0.0
H -5.85696 -0.69690 5.45355 0.0 0.0 0.0
H -5.78017 -1.01108 7.20690 0.0 0.0 0.0
H -4.88354 1.04704 6.46432 0.0 0.0 0.0
H -3.32092 2.92782 6.72905 0.0 0.0 0.0
H 0.00423 0.27807 6.37365 0.0 0.0 0.0
H -1.54579 -1.63552 6.27122 0.0 0.0 0.0
H 2.58883 2.12344 5.58153 0.0 0.0 0.0
H 3.32282 0.99724 3.48885 0.0 0.0 0.0
H -2.48807 2.07893 0.71342 0.0 0.0 0.0
H -3.36407 3.32243 2.70676 0.0 0.0 0.0
H -1.96643 3.48392 4.72789 0.1 0.0 -0.2
N -0.49462 2.32589 -1.64009 0.1 0.0 0.1
C -1.65339 1.93988 -2.47278 0.0 0.0 0.0
C -1.55607 0.50905 -2.99492 0.0 0.1 0.0
C -1.82686 -0.56155 -1.94065 0.0 -0.1 0.0
O -2.59551 -1.48243 -2.17786 0.1 0.1 0.0
O -1.19772 -0.42174 -0.81780 0.0 0.0 0.0
H -0.68252 3.22066 -1.20039 0.0 0.0 0.0
H 0.31438 2.48228 -2.23433 0.0 0.0 0.0
H -1.76680 2.61784 -3.32200 0.0 0.0 0.0
H -2.55273 2.04667 -1.86246 0.0 0.0 0.0
H -0.55426 0.35250 -3.40929 0.0 0.0 0.0
H -2.26709 0.36566 -3.80608 0.0 0.0 0.0
N 2.84994 -0.95218 -3.06317 0.0 0.0 0.0
C 1.75263 -0.93821 -2.27599 -0.1 0.0 0.0
N 1.73074 0.08901 -1.46757 0.0 -0.1 0.2
C 2.89815 0.80460 -1.72788 0.0 0.0 0.0
C 3.38647 1.97610 -1.15108 0.0 0.0 0.0
C 4.58094 2.46747 -1.63426 0.0 0.0 0.0
C 5.28516 1.81383 -2.65997 0.0 0.0 0.0
C 4.81733 0.64850 -3.23129 0.0 0.0 0.0
C 3.60984 0.16187 -2.74084 0.0 0.0 0.0
H 3.05825 -1.64527 -3.76014 0.0 0.0 0.0
H 0.97844 -1.68879 -2.33535 0.0 0.0 0.0
H 2.85909 2.46030 -0.33982 0.0 0.0 0.0
H 4.99472 3.37232 -1.20919 0.0 0.0 0.0
H 6.22047 2.23331 -3.00574 0.0 0.0 0.0
H 5.36265 0.14405 -4.01821 0.0 0.0 0.0
N -2.27223 -2.93851 3.62569 0.0 0.1 0.0
C -0.80720 -3.22233 3.42782 0.0 0.0 0.0
C -0.14462 -1.94790 2.91430 0.0 0.0 0.0
N -0.77958 -1.42684 1.72658 0.0 0.0 0.1
C -2.20384 -1.21810 1.88198 0.0 0.0 0.0
C -2.93009 -2.46871 2.35165 0.0 0.0 0.0
H -2.37104 -2.20034 4.32966 -0.1 0.1 0.1
H -2.75034 -3.75085 4.00724 0.0 -0.1 0.0
H -0.74633 -4.02519 2.69352 0.0 0.0 0.0
H -0.40252 -3.56877 4.37787 0.0 0.0 0.0
H 0.91162 -2.13737 2.72513 0.0 0.0 0.0
H -0.19273 -1.18018 3.69694 0.0 0.0 0.0
H -0.58006 -1.94561 0.87979 0.0 0.0 0.0
H -2.61215 -0.90032 0.92358 0.0 0.0 0.0
H -2.36434 -0.41370 2.61309 0.0 0.0 0.0
H -2.83425 -3.27794 1.62838 0.0 0.0 0.0
H -3.98334 -2.29754 2.56850 0.0 0.0 0.0
```
Positions in Å, forces in eV/Å.